Record 1
The following is a quantum chemistry calculation of a structure of composition C41H41CsN8O3S2, from OMol25.

Output
Frontier orbital gap   4.73 eV
Energy relative to the best compared isomer or geometry (same formula, charge and spin)   58.4 kJ/mol
LUMO   3.2 eV

Structure (ORCA input):
```
! RIJCOSX wB97M-V def2-TZVPD def2/J DEFGRID3
* xyz -2 1
Cs -0.6191 0.4489 0.2900
S -1.7519 0.4293 4.2588
S -4.2768 0.7002 2.7948
O -1.0944 2.5427 -1.4537
O -7.8063 1.5528 -1.8407
O -8.5717 -0.4859 -2.2243
N -2.2931 2.2855 2.2879
N 2.0518 0.9754 -1.8578
N 0.3045 -2.4334 -0.9302
N 4.3819 1.6072 -2.1321
N 2.6761 2.5759 -3.5782
N -2.2980 -1.6680 -1.4271
N 3.2837 0.2246 -3.8174
N -0.9798 2.7441 2.3323
C -6.9561 5.3831 2.5965
C -7.5672 0.3819 -1.9195
C -6.0018 -1.5605 -1.4893
C 1.1536 -4.9640 -1.6976
C -5.6364 3.0140 1.9077
C 4.5264 0.5122 -3.0887
C 3.9076 0.0629 2.0321
C -4.9060 1.7741 1.4716
C -3.8231 0.1257 -1.8257
C 2.2537 -0.1032 -2.8153
C 1.5336 -2.8420 -0.6429
C -3.6295 5.4647 0.0421
C -2.6083 4.9427 0.8245
C 3.9350 2.7922 -2.8639
C -6.2037 -0.2132 -1.7881
C -1.7124 3.9921 0.3508
C 5.0548 0.0885 2.8198
C 1.6549 2.1821 -2.5883
C 1.9981 -4.1046 -1.0222
C -2.8924 4.0438 -1.7595
C -2.5976 1.3029 3.0770
C -0.1454 -4.5456 -1.9701
C -7.4059 4.6193 1.5300
C -3.6243 -1.2343 -1.5771
C 3.3434 -1.1112 1.4946
C 4.0673 -2.2698 1.8309
C -1.9079 -2.8039 -1.8189
C -5.8477 4.9579 3.3194
C -4.7206 -2.0732 -1.3783
C 3.3228 1.2330 -1.1771
C -6.7494 3.4432 1.1915
C -0.5207 -3.2729 -1.5612
C 0.7713 3.7877 1.1067
C -3.7597 4.9971 -1.2627
C 2.8677 1.4560 -4.4964
C -1.8410 3.4823 -0.9801
C -5.1035 0.6306 -1.9372
C -5.1937 3.7844 2.9804
C 5.2230 -2.2855 2.6109
C 5.7281 -1.0933 3.1124
C -0.6899 3.4730 1.3164
H 6.6249 -1.0840 3.7241
H 5.4333 1.0297 3.2125
H -4.5689 -3.1035 -1.0844
H -2.9966 3.6714 -2.7745
H 3.6152 0.3454 -0.6130
H 3.6334 1.7255 -5.2315
H 2.1552 -2.1500 -0.0503
H 5.3038 0.7738 -3.8141
H 1.5008 2.9957 -1.8803
H -8.1966 -1.3597 -2.3780
H 5.7320 -3.2214 2.8344
H -7.0960 2.8592 0.3449
H -4.5588 5.3743 -1.8945
H -5.5677 1.1589 0.8582
H -0.8527 -5.1872 -2.4809
H -2.5682 -3.4939 -2.3610
H 4.8335 -0.3860 -2.5486
H 1.3103 -0.3087 -3.3283
H 4.7082 3.0748 -3.5866
H 3.1861 2.0534 -0.4700
H -4.0373 2.0671 0.8747
H 1.9274 1.2668 -5.0205
H -5.2605 1.6872 -2.1112
H -2.9581 0.7707 -1.9322
H 0.7009 2.0122 -3.0864
H -6.8360 -2.2203 -1.2743
H -4.3222 3.4594 3.5344
H 2.5655 -0.9997 -2.2773
H 3.7039 -3.2396 1.4721
H -7.4625 6.3040 2.8623
H 1.4872 -5.9486 -2.0024
H 3.7990 3.6119 -2.1548
H 3.0120 -4.3888 -0.7729
H 1.2177 4.1039 2.0510
H 3.4246 1.0230 1.8422
H 1.3197 2.8982 0.7720
H -8.2669 4.9388 0.9543
H -2.5134 5.2589 1.8587
H -4.3290 6.1811 0.4551
H -5.4835 5.5496 4.1514
H 0.8890 4.5760 0.3631
*
```

These are the Mulliken partial charges, in e, on atoms 1 to 8: 1.40, -0.38, -0.25, -0.70, -0.53, -0.52, 0.29, 0.42


Record 2
The following is a quantum chemistry calculation of an isolated molecule of C6H8Br2S in a non-equilibrium geometry, from OMol25.

Output
Frontier orbital gap   8.72 eV
Energy relative to the best compared isomer or geometry (same formula, charge and spin)   0.0 kJ/mol
LUMO   0.0 eV

Structure (ORCA input):
```
! RIJCOSX wB97M-V def2-TZVPD def2/J DEFGRID3
* xyz 0 1
Br 2.7452 0.6580 -0.1256
Br -1.6571 2.2393 0.1134
S 0.5432 0.2179 1.9824
C 0.2256 1.0319 -1.9683
C -0.3493 -0.9171 0.9377
C -0.5823 -0.4696 -0.3073
C -0.1365 0.9276 -0.4718
C 0.9259 1.2352 0.5353
C -0.5783 -2.2268 1.5419
H -1.5136 -2.5630 1.1257
H 0.9636 2.3712 0.5505
H 0.1869 -2.8596 1.2879
H -1.1239 -0.9356 -1.0647
H -0.6920 -1.9601 2.6260
H 1.0021 1.7963 -2.0686
H -0.6700 1.3633 -2.4679
H 0.7106 0.0912 -2.2265
*
```

These are the Mulliken partial charges, in e, on atoms 1 to 8: -0.14, -0.14, -0.13, -1.57, 0.78, -1.18, 0.70, -0.46


Among the records above, which one has the lowest LUMO? C6H8Br2S